The following is a DFT calculation (ωB97M-V/def2-TZVPD) of C81H62FGeKN3P5SSe2 as an isolated structure at a distorted geometry.

Energy above the lowest of the compared OMol25 structures with the same formula, charge and spin   172.31 kJ/mol
Electronic energy   -353005.104 eV
Net charge   -1
E_HOMO (alpha / beta)   -3.72 / -3.71 eV
Spin multiplicity   2
HOMO-LUMO gap (alpha / beta)   5.7 / 5.4 eV

CARTESIAN COORDINATES (ANGSTROEM)
1 K 0.6825 0.5080 -0.1573
2 F -3.6593 -0.3837 1.1724
3 Ge -2.5077 -1.2464 -0.0055
4 C -3.9638 -2.1472 -1.0575
5 C -5.2413 -1.6101 -1.0991
6 C -6.3018 -2.3486 -1.5980
7 C -6.1024 -3.6603 -1.9988
8 C -4.8265 -4.1997 -1.9915
9 C -3.7492 -3.4194 -1.5817
10 P -2.0092 -3.9262 -1.7394
11 C -2.0668 -5.6304 -1.0490
12 C -1.1980 -6.6262 -1.4909
13 C -1.0320 -7.7898 -0.7644
14 C -1.7198 -7.9776 0.4239
15 C -2.6092 -7.0079 0.8564
16 C -2.7824 -5.8488 0.1252
17 C -1.8828 -4.3719 -3.5185
18 C -0.5828 -4.6260 -3.9486
19 C -0.3277 -5.0439 -5.2415
20 C -1.3745 -5.1881 -6.1371
21 C -2.6638 -4.8918 -5.7321
22 C -2.9221 -4.4889 -4.4328
23 C -1.7977 0.3778 -0.8627
24 C -1.9476 1.5978 -0.1981
25 C -2.3603 2.6894 -0.9122
26 C -2.8152 2.4951 -2.2766
27 C -3.2725 1.1590 -2.7766
28 C -2.0381 0.3905 -2.3283
29 P -1.4986 -1.1898 -3.0729
30 C 0.2258 -0.7595 -3.5034
31 C 0.8946 0.3305 -2.9533
32 C 2.2077 0.5973 -3.2914
33 C 2.8831 -0.2363 -4.1666
34 C 2.2349 -1.3364 -4.7046
35 C 0.9209 -1.6026 -4.3691
36 C -2.3655 -1.1744 -4.6798
37 C -1.7791 -0.9880 -5.9258
38 C -2.5448 -1.0929 -7.0729
39 C -3.8999 -1.3687 -6.9914
40 C -4.4969 -1.5336 -5.7526
41 C -3.7319 -1.4430 -4.6059
42 C -2.1108 -2.6467 1.4157
43 C -3.3042 -3.1732 1.8920
44 C -3.3480 -4.0144 2.9883
45 C -2.1693 -4.3624 3.6224
46 C -0.9694 -3.8730 3.1428
47 C -0.9181 -3.0315 2.0289
48 P 0.6382 -2.1626 1.6460
49 C 1.3518 -2.8429 0.1056
50 C 1.0910 -4.0941 -0.4382
51 C 1.9092 -4.5858 -1.4436
52 C 2.9688 -3.8343 -1.9239
53 C 3.2104 -2.5692 -1.4100
54 C 2.4094 -2.0851 -0.3933
55 C 1.8809 -3.0543 2.6861
56 C 2.6858 -2.3041 3.5337
57 C 3.7057 -2.9004 4.2578
58 C 3.9188 -4.2649 4.1630
59 C 3.1067 -5.0273 3.3367
60 C 2.1068 -4.4289 2.5921
61 H -5.3960 -0.6084 -0.7255
62 H -7.2926 -1.9158 -1.6395
63 H -6.9433 -4.2615 -2.3204
64 H -4.6730 -5.2352 -2.2754
65 H -0.6523 -6.4890 -2.4139
66 H -0.3468 -8.5482 -1.1189
67 H -1.5617 -8.8730 1.0083
68 H -3.1605 -7.1432 1.7765
69 H -3.4720 -5.0920 0.4681
70 H 0.2321 -4.4757 -3.2531
71 H 0.6868 -5.2527 -5.5527
72 H -1.1843 -5.5205 -7.1482
73 H -3.4819 -4.9776 -6.4342
74 H -3.9366 -4.2562 -4.1507
75 H -1.7817 1.6647 0.8731
76 H -2.3569 3.6905 -0.5058
77 H -3.2683 3.3551 -2.7627
78 H -4.1747 0.8896 -3.2881
79 H 0.3804 1.0293 -2.3085
80 H 2.6699 1.4907 -2.8968
81 H 3.9048 -0.0211 -4.4468
82 H 2.7517 -1.9828 -5.4018
83 H 0.4205 -2.4619 -4.7956
84 H -0.7351 -0.7278 -5.9988
85 H -2.0792 -0.9453 -8.0384
86 H -4.4887 -1.4629 -7.8943
87 H -5.5587 -1.7364 -5.6788
88 H -4.1903 -1.5791 -3.6343
89 H -4.2280 -2.8831 1.4090
90 H -4.2978 -4.3727 3.3616
91 H -2.1802 -5.0026 4.4935
92 H -0.0568 -4.1258 3.6621
93 H 0.2710 -4.6930 -0.0659
94 H 1.7371 -5.5807 -1.8322
95 H 3.6180 -4.2352 -2.6902
96 H 4.0360 -1.9742 -1.7748
97 H 2.6389 -1.1264 0.0645
98 H 2.5116 -1.2389 3.6249
99 H 4.3381 -2.2937 4.8910
100 H 4.7132 -4.7342 4.7285
101 H 3.2615 -6.0961 3.2695
102 H 1.4963 -5.0383 1.9400
103 Se 2.0998 7.9478 -0.8868
104 P 2.1440 6.6180 0.7196
105 C 3.8187 6.5193 1.4350
106 C 4.2413 7.2236 2.5534
107 C 5.5623 7.1341 2.9560
108 C 6.4658 6.3736 2.2336
109 C 6.0546 5.7129 1.0877
110 C 4.7348 5.7850 0.6892
111 C 1.0340 7.1100 2.0838
112 C 0.0163 8.0194 1.8252
113 C -0.8392 8.4041 2.8411
114 C -0.6829 7.8844 4.1152
115 C 0.3393 6.9853 4.3772
116 C 1.1968 6.5973 3.3640
117 C 1.8090 4.9135 0.3043
118 C 1.6981 3.6848 0.9817
119 N 1.6384 2.7358 0.0299
120 N 1.7097 3.3328 -1.1354
121 N 1.8154 4.6200 -1.0021
122 P 1.6007 3.0953 2.6468
123 Se 1.5959 1.0096 2.8102
124 C 0.0923 3.7286 3.4185
125 C -0.8630 4.3895 2.6564
126 C -2.0509 4.7835 3.2421
127 C -2.2845 4.5226 4.5833
128 C -1.3498 3.8219 5.3317
129 C -0.1703 3.4050 4.7464
130 C 3.0861 3.6699 3.5323
131 C 3.1126 4.1968 4.8179
132 C 4.3281 4.4551 5.4275
133 C 5.5162 4.1679 4.7742
134 C 5.4916 3.6167 3.5027
135 C 4.2822 3.3717 2.8837
136 H 3.5434 7.8399 3.1035
137 H 5.8879 7.6716 3.8341
138 H 7.4968 6.3147 2.5515
139 H 6.7604 5.1430 0.5013
140 H 4.3993 5.2863 -0.2120
141 H -0.0745 8.4323 0.8284
142 H -1.6207 9.1254 2.6414
143 H -1.3441 8.1930 4.9131
144 H 0.4737 6.5873 5.3732
145 H 2.0094 5.9126 3.5654
146 H -0.6737 4.5982 1.6110
147 H -2.7932 5.2959 2.6480
148 H -3.2071 4.8456 5.0433
149 H -1.5447 3.5918 6.3704
150 H 0.5431 2.8079 5.3016
151 H 2.1913 4.4161 5.3413
152 H 4.3438 4.8749 6.4236
153 H 6.4609 4.3676 5.2587
154 H 6.4132 3.3723 2.9940
155 H 4.2445 2.9366 1.8914
156 S -1.1449 2.0343 -4.6458
157 C -1.9210 1.6260 -3.1997